Version i
DFT (ωB97M-V/def2-TZVPD) results for a 4-piece molecular cluster, C2H12N2O4 overall.

Output
SMILES: CNC(N)=O.O.O.O
Total charge: 0

Positions of all 20 atoms, in Å:
C 1.0468 -0.0519 1.5839
N 0.5235 1.1737 0.9516
C -0.8352 1.1500 0.7810
N -1.4120 2.1680 0.0664
O -1.5736 0.3171 1.3166
H 1.1122 -0.8607 0.8765
H 0.4340 -0.2446 2.4515
H 1.9404 0.2868 2.1150
H 1.0325 1.4818 0.1412
H -0.8703 2.7570 -0.5479
H -2.3725 1.9798 -0.1612
O -0.7953 -2.2426 0.2352
H -1.6816 -2.6363 0.2210
H -1.0369 -1.4142 0.6981
O -0.2013 -1.1597 -2.3595
H -0.2032 -1.6201 -1.4984
H -1.1093 -0.8336 -2.3699
O 2.0206 0.1719 -1.1801
H 2.5840 -0.5796 -1.3983
H 1.3971 0.1571 -1.9227

***

Version ii
DFT (ωB97M-V/def2-TZVPD) results for a 4-piece molecular cluster, C2H12N2O4 overall.

Output
SMILES: NCNC=O.O.O.O
Total charge: 0

Positions of all 20 atoms, in Å:
N 0.2238 -2.5808 1.5402
C 1.3804 -2.9366 0.7696
N 1.6560 -2.5651 -0.6140
C 2.2954 -1.4030 -0.8424
O 2.4195 -0.4451 -0.1058
H -0.5953 -2.4436 0.9678
H 0.2813 -1.6471 1.9224
H 1.6423 -3.9848 0.9735
H 2.1806 -2.4219 1.3006
H 1.5253 -3.1731 -1.4174
H 2.8974 -1.3425 -1.7846
O -3.6350 0.7163 1.5102
H -3.9428 0.4522 0.6411
H -3.6982 0.0377 2.2135
O -0.1445 5.4322 -3.8025
H -0.2818 5.0560 -2.9195
H -0.7913 6.1487 -3.7823
O -1.3283 2.6863 0.9936
H -0.6245 2.6578 1.6530
H -1.4605 1.7566 0.7832

***

Need the numbers? Relative energies in eV: version i 0.000; version ii 1.835.

***

Version i
DFT (ωB97M-V/def2-TZVPD) results for a 12-piece molecular cluster, C6H39N2O11 overall.

Output
Total charge: +1

Positions of all 58 atoms, in Å:
C -1.0169 0.2815 0.9954
N -0.4745 0.3191 2.3341
C -1.1231 -0.4599 3.3882
C -1.2585 0.3610 4.6646
C -1.2410 1.6918 0.4667
N -0.0507 2.6062 0.5381
C -0.3907 4.0176 0.7798
C -1.4436 1.6521 -1.0741
H -0.4259 -0.3664 0.3321
H -2.0158 -0.1354 0.9919
H 0.5312 0.1701 2.4174
H -2.0741 -0.9374 3.1444
H -0.4996 -1.3420 3.5975
H -0.3140 0.6783 5.0851
H -1.7591 -0.2800 5.3963
H -1.8384 1.2720 4.5210
H -2.0288 2.1021 1.0867
H 0.6532 2.4223 1.2815
H 0.5946 2.4444 -0.2543
H -1.2748 4.3296 0.2256
H 0.3949 4.7570 0.7526
H -0.8138 4.0381 1.7871
H -0.4876 1.3663 -1.4903
H -1.7492 2.6239 -1.4673
H -2.2787 0.9880 -1.2594
H 2.6499 -0.9312 3.2232
H 2.7120 -0.5332 1.6535
O 2.1907 -0.8846 2.3810
H -4.5388 1.1800 -0.5649
H -4.5472 0.1650 0.6589
O -4.0073 0.7115 0.0827
H 2.1073 -1.8197 -4.2531
H 3.2098 -2.5308 -3.5759
O 3.0584 -1.7354 -4.1125
H 0.9701 -3.1744 -2.6532
H 2.0839 -3.7868 -1.7527
O 1.8511 -2.9989 -2.2528
H 2.9702 1.8052 1.6539
H 2.2563 1.9833 3.0071
O 2.2146 2.2412 2.0790
H -0.8863 -3.9931 -4.1297
H -1.0397 -4.0722 -2.5917
O -0.5669 -3.6004 -3.3132
H 2.2288 1.6860 -2.0831
H 1.7742 3.2097 -1.9876
O 1.5212 2.3063 -1.7654
H 4.7644 0.3137 -0.1798
H 3.2121 0.1125 -0.4294
O 3.8813 0.4778 0.1567
H -2.3478 -1.2742 -1.7707
H -2.9802 -2.0245 -2.8495
O -2.5151 -2.1961 -2.0184
H 3.0461 -0.5085 -2.9578
H 1.8629 -0.4771 -2.0534
O 2.6196 0.0783 -2.2747
H -2.0510 -5.2557 -0.7432
H -2.9975 -4.2301 -1.2531
O -2.3225 -4.8436 -1.5709

***

Version ii
DFT (ωB97M-V/def2-TZVPD) results for a 12-piece molecular cluster, C6H39N2O11 overall.

Output
Total charge: +1

Positions of all 58 atoms, in Å:
N 0.5764 0.9735 1.3523
C 0.3158 1.6772 0.0618
C -0.6321 0.7712 -0.7997
N -0.9334 1.4335 -2.0679
C -1.5134 2.7329 -1.7580
C -2.6845 -0.2008 -2.5270
C -1.5662 0.6588 -3.1392
C -0.5464 -0.3543 -3.6540
H -0.3322 0.9706 1.8465
H 1.0716 0.0811 1.1581
H 1.2355 1.5281 1.8911
H 1.2581 1.7942 -0.4619
H -0.0696 2.6705 0.3144
H -0.0400 -0.1329 -0.9056
H -1.4640 0.5110 -0.1283
H -0.7583 3.4860 -1.4731
H -1.8425 3.1950 -2.7143
H -2.4594 2.7604 -1.2119
H -2.3326 -1.1492 -2.1908
H -3.2219 0.2766 -1.6838
H -3.4875 -0.3180 -3.3586
H -1.9150 1.3612 -3.9216
H -0.4878 -1.2673 -3.0492
H 0.5113 -0.0352 -3.5109
H -0.6873 -0.6713 -4.6921
H -2.4280 -1.0967 1.4743
H -3.2807 -1.7912 2.6089
O -2.6010 -1.1443 2.4176
H 2.3091 -2.2258 -3.0777
H 2.6743 -3.5727 -2.5476
O 2.3745 -2.7078 -2.2436
H 1.9184 -1.6812 -0.7778
H 1.6777 -1.9480 0.6679
O 1.7718 -1.1916 0.0590
H -3.7206 1.0604 0.5216
H -2.6960 0.7258 1.6939
O -3.0055 1.3878 1.0707
H 3.4503 -0.1442 1.7047
H 4.0200 1.1884 1.4576
O 3.1575 0.7760 1.6250
H 0.4544 3.1822 -3.1317
H 1.8329 2.2052 -3.1008
O 1.3910 3.0469 -3.0398
H -3.0759 -3.3287 -0.1694
H -2.9934 -3.1076 1.3328
O -3.2560 -2.6718 0.5145
H 3.5538 -0.9413 -0.1495
H 4.7368 -0.5878 -1.1888
O 4.4843 -1.0782 -0.4039
H -0.4052 -1.8700 4.1848
H 0.8393 -1.0978 3.7303
O -0.0601 -1.3398 3.4590
H 3.2469 -2.3638 2.6921
H 1.6588 -2.7927 3.0019
O 2.3061 -2.2144 2.6005
H -1.6223 2.0155 4.0548
H -1.1120 0.7033 4.4665
O -0.8536 1.4325 3.8880

***

Need the numbers? Relative energies in eV: version i 0.000; version ii 1.787.

***

Version i
DFT (ωB97M-V/def2-TZVPD) results for a 2-piece molecular cluster, C2H10N2S overall.

Output
SMILES: NCN.CS
Total charge: 0

Positions of all 15 atoms, in Å:
N -1.6063 1.4660 -1.7975
C -1.0165 0.0148 -1.4158
N -1.4422 -0.6978 -0.2276
H -1.9746 1.9103 -0.9330
H -2.4993 1.2687 -2.3809
H -1.1901 -0.6710 -2.3618
H 0.0513 0.1131 -1.3929
H -1.5169 -1.6912 -0.1977
H -0.9062 -0.4135 0.5990
C 2.2110 0.2968 1.7263
S 1.0417 -1.1937 1.9389
H 2.9903 0.3827 2.6112
H 2.5498 0.3097 0.6488
H 1.5529 1.1456 1.9207
H 1.7552 -2.2407 1.2622

***

Version ii
DFT (ωB97M-V/def2-TZVPD) results for a 2-piece molecular cluster, C2H10N2S overall.

Output
SMILES: NCCS.N
Total charge: 0

Positions of all 15 atoms, in Å:
N -0.1410 0.3756 1.2660
C -0.1647 1.3184 0.1612
C -1.0841 0.8174 -0.9482
S -1.4866 2.2023 -2.0663
H 0.3566 -0.4860 1.0538
H 0.3136 0.7894 2.0696
H 0.8204 1.5333 -0.2692
H -0.5595 2.2694 0.5323
H -0.5880 0.0386 -1.5286
H -1.9933 0.4163 -0.5165
H -1.7055 1.4715 -3.1636
N 1.4134 -2.4437 0.9025
H 0.8008 -3.2500 0.8543
H 1.9206 -2.4217 0.0244
H 2.0972 -2.6307 1.6281

***

Need the numbers? Relative energies in eV: version i 1.613; version ii 0.000.

***

Version i
DFT (ωB97M-V/def2-TZVPD) results for one molecule with the formula C3H4NP.

Output
SMILES: C1=NCP=C1
Total charge: 0

Positions of all 9 atoms, in Å:
C 0.0084 -0.4370 0.9672
N 0.8742 0.4350 0.5751
C 0.7152 0.9578 -0.6583
P -1.2464 0.2079 -1.2395
C -1.1128 -0.7609 0.1279
H 0.2064 -0.9245 2.0004
H 1.0134 0.1581 -1.3006
H 1.3424 1.9113 -0.7170
H -1.8008 -1.5477 0.2448

***

Version ii
DFT (ωB97M-V/def2-TZVPD) results for a 2-piece molecular cluster, C3H4NP overall.

Output
Total charge: 0

Positions of all 9 atoms, in Å:
C 0.5796 0.4002 0.7594
C 1.0162 -0.4996 -0.1148
C -1.2696 0.4986 -0.3368
N -0.6448 0.9544 0.6848
P -0.2744 -0.6256 -1.3989
H 1.7944 1.1973 2.0448
H 1.9750 -0.9769 -0.1517
H -2.2706 0.8319 -0.5619
H -0.9058 -1.7803 -0.9250

***

Version iii
DFT (ωB97M-V/def2-TZVPD) results for a 2-piece molecular cluster, C3H4NP overall.

Output
Total charge: 0

Positions of all 9 atoms, in Å:
C -0.9500 0.0396 -0.1043
C -0.1408 1.0819 -0.1403
C 0.7505 -1.2656 0.0069
N -0.5313 -1.2288 -0.0220
P 1.5580 0.3756 -0.2057
H -3.4416 0.5823 -0.5377
H -0.3801 2.1225 -0.2210
H 1.2757 -2.2075 0.0704
H 1.8596 0.4999 1.1536

***

Need the numbers? Relative energies in eV: version i 0.000; version ii 2.499; version iii 3.855.

***

Version i
DFT (ωB97M-V/def2-TZVPD) results for a 2-piece molecular cluster, C5H10OS overall.

Output
SMILES: CC=C(C)C.O=S
Total charge: 0

Positions of all 17 atoms, in Å:
C -0.6373 0.9554 2.2471
C -0.9429 0.2338 1.0242
C -0.2377 0.2839 -0.0831
C 0.9219 1.2343 -0.1570
C -0.3661 -0.6141 -1.2643
H 0.0606 1.7594 1.9934
H -0.3725 0.1730 3.0373
H -1.5375 1.5207 2.6889
H -1.6593 -0.5190 1.2262
H 1.6580 1.1759 0.6558
H 1.5869 0.8034 -0.9469
H 0.7389 2.3025 -0.2842
H -0.6848 -0.1773 -2.1482
H -1.0388 -1.5836 -1.0424
H 0.6445 -1.0880 -1.4138
O 0.5608 -3.0545 -2.1473
S 1.3052 -3.4058 -3.3857

***

Version ii
DFT (ωB97M-V/def2-TZVPD) results for one molecule with the formula C5H10OS.

Output
SMILES: CSCCCC=O
Total charge: 0

Positions of all 17 atoms, in Å:
C -2.6546 -0.1096 0.3605
S -1.6529 0.0567 -1.1048
C -0.2344 -0.9728 -0.6445
C 0.5838 -0.3943 0.5039
C 1.2415 0.9604 0.2528
C 2.4460 0.8508 -0.6512
O 3.5671 0.6610 -0.2530
H -2.7550 -1.1426 0.6830
H -3.6626 0.2365 0.1144
H -2.3857 0.5362 1.1955
H -0.5735 -1.9869 -0.4199
H 0.3662 -1.1112 -1.5204
H -0.0554 -0.2263 1.3735
H 1.3125 -1.1448 0.7977
H 1.6695 1.3200 1.1933
H 0.5353 1.6851 -0.1430
H 2.2523 0.7817 -1.7379

***

Need the numbers? Relative energies in eV: version i 2.954; version ii 0.000.

***

Version i
DFT (ωB97M-V/def2-TZVPD) results for a 2-piece molecular cluster, C3H2O2S overall.

Output
SMILES: C=C=O.O=C=S
Total charge: 0

Positions of all 8 atoms, in Å:
C -0.0989 -0.1057 -0.8104
C -1.1595 0.3421 -1.3505
O -2.2570 0.6032 -1.5345
H -0.0174 -1.0298 -0.1972
H 0.8867 0.1743 -1.0421
O 2.0990 0.2249 1.3229
C 0.9755 0.1034 1.5466
S -0.4284 -0.3124 2.0653

***

Version ii
DFT (ωB97M-V/def2-TZVPD) results for a 2-piece molecular cluster, C3H2O2S overall.

Output
SMILES: C=C=O.O=C=S
Total charge: 0

Positions of all 8 atoms, in Å:
C 0.9938 -0.1483 0.0506
C 0.7392 1.1021 0.2636
O 0.6278 2.1887 0.5306
H 1.6224 -0.4565 -0.6782
H 0.9559 -0.8529 0.8739
O -1.2996 -0.6892 -1.5812
C -1.5704 -0.5928 -0.4530
S -2.0691 -0.5512 0.9936

***

Need the numbers? Relative energies in eV: version i 0.454; version ii 0.000.